i) 21
Properties=species:S:1:pos:R:3:nbo_charge:R:1 method="wB97M-V/def2-TZVPD" total_charge=0 homo_lumo_gap_ha=0.11602
C -2.27907 -0.93307 0.15832 -0.054
C -2.01105 0.47178 -0.09372 0.114
N -0.58988 0.58299 -0.33886 -0.235
C -0.08581 -0.11797 -1.52422 -0.451
C 0.33228 0.20207 0.74376 -0.451
O -2.44951 1.27286 0.98657 -0.650
H -1.64351 -1.37721 0.88015 0.194
H -3.13370 -1.55962 -0.13909 0.218
H -2.40119 0.86708 -1.06137 0.200
H -0.73112 0.28568 -2.36647 0.193
H 1.02674 0.04819 -1.72715 0.289
H -0.25125 -1.18458 -1.46743 0.197
H 0.14390 -0.82436 1.03751 0.207
H 0.05723 0.84058 1.61447 0.210
H 1.34040 0.43490 0.42002 0.291
H 3.29575 0.44811 0.03024 0.504
H -3.17221 0.73460 1.33718 0.474
O 3.52771 1.33398 0.44888 -0.986
H 3.33311 -1.83148 -0.04388 0.435
H 2.95094 1.38338 1.21433 0.443
O 2.74025 -1.07791 -0.10922 -1.141

=====

ii) 21
Properties=species:S:1:pos:R:3:nbo_charge:R:1 method="wB97M-V/def2-TZVPD" smiles="CCN(C)C=O.O.O" total_charge=0 homo_lumo_gap_ha=0.36634
C -2.03887 0.42879 0.89882 -0.637
C -0.73816 1.17805 1.00663 -0.192
N 0.46993 0.35797 0.78708 -0.463
C 1.73758 1.00623 0.45048 -0.420
C 0.44841 -0.94620 1.28716 0.528
O 1.17563 -1.79750 0.80427 -0.624
H -1.98235 -0.54752 0.43769 0.219
H -2.80052 1.02273 0.40191 0.227
H -2.26139 0.31129 1.96650 0.212
H -0.64455 1.79267 1.82497 0.190
H -0.63357 1.74849 -0.04858 0.187
H 1.69617 2.08256 0.66039 0.207
H 1.91121 0.76053 -0.57884 0.218
H 2.61072 0.69815 1.09777 0.219
H -0.43431 -1.22598 1.95060 0.126
O -1.68549 -0.68289 -2.91264 -0.954
H -1.30347 -0.77932 -2.04702 0.477
H -2.29533 0.04003 -3.02413 0.479
O 2.55443 -1.78419 -1.94474 -0.950
H 2.49938 -2.27393 -1.01344 0.493
H 1.71454 -1.38997 -2.00490 0.458

=====

Relative energy of each structure, in eV: i) 6.338; ii) 0.000.

=====

i) 21
Properties=species:S:1:pos:R:3:nbo_charge:R:1 method="wB97M-V/def2-TZVPD" total_charge=0 homo_lumo_gap_ha=0.14790
C 0.13487 1.99828 1.66549 -0.305
O 0.79477 1.88198 -1.00592 -0.826
C 0.29983 0.74857 2.07723 -0.126
C -0.16811 -0.23593 1.01028 -0.450
C 0.86887 -1.02549 0.05866 -0.081
O 0.15574 -1.62452 -1.03072 -0.569
N -0.98229 0.68096 -2.33368 -0.806
H -0.05142 2.81514 2.39229 0.204
H -0.01763 2.10717 0.58389 0.251
H 1.24964 2.63647 -1.49662 0.455
H 0.81648 0.59798 3.03030 0.220
H -0.79180 0.35617 0.31678 0.227
H -0.83381 -0.98365 1.40883 0.259
H 1.53960 -1.60102 0.76592 0.249
H 1.69688 -0.27891 -0.37990 0.213
H -0.71628 -0.23429 -1.92589 0.405
H -0.56119 1.45377 -1.84596 0.397
H -0.55959 0.83636 -3.30868 0.368
H -1.35469 -4.23165 0.07241 0.466
H -0.50550 -2.51722 -0.39106 0.503
O -1.01435 -3.38014 0.33637 -1.056

=====

ii) 21
Properties=species:S:1:pos:R:3:nbo_charge:R:1 method="wB97M-V/def2-TZVPD" smiles="CCN(C)C=O.O.O" total_charge=0 homo_lumo_gap_ha=0.36234
C 0.35370 1.00909 2.69691 -0.632
C 0.57522 0.23115 1.43726 -0.215
N -0.55380 0.00901 0.65829 -0.458
C -0.36568 -0.75345 -0.63214 -0.423
C -1.85699 -0.02345 1.17288 0.529
O -2.82301 -0.15665 0.43977 -0.592
H -0.00232 1.98095 2.36378 0.218
H 1.11335 0.99365 3.53129 0.244
H -0.52181 0.63289 3.39588 0.206
H 1.17398 -0.71067 1.69201 0.166
H 1.34711 0.64235 0.79218 0.195
H 0.45873 -1.51816 -0.57644 0.195
H -0.26620 0.01434 -1.54681 0.177
H -1.32375 -1.22702 -0.84595 0.252
H -1.81237 0.05408 2.29873 0.131
O 0.36345 1.86644 -3.39067 -0.902
H 0.33265 1.37176 -2.53334 0.446
H 0.99844 2.43424 -3.00944 0.455
O 0.99889 -2.47136 -2.96715 -0.916
H 0.54843 -2.76922 -2.19443 0.461
H 1.26196 -1.60997 -2.78260 0.462

=====

Relative energy of each structure, in eV: i) 8.491; ii) 0.000.

=====

i) 22
Properties=species:S:1:pos:R:3:nbo_charge:R:1 method="wB97M-V/def2-TZVPD" smiles="C=[P@@H](C)CC(C)C" total_charge=0 homo_lumo_gap_ha=0.31175
C 1.26745 -1.82644 -0.84619 -1.183
P 1.45960 -0.39816 0.06580 1.302
C 2.87096 0.82339 0.06376 -0.980
C 0.01901 0.68771 -0.19639 -0.734
C -1.44609 0.33675 0.61481 -0.187
C -1.58837 -1.18277 0.58970 -0.622
C -2.55937 0.96304 -0.15014 -0.639
H 1.32088 -1.73315 -2.06127 0.228
H 2.18043 -2.31041 -0.57187 0.197
H 1.61579 -0.70000 1.38794 -0.057
H 2.66641 1.62999 0.70767 0.225
H 3.91056 0.50971 0.28774 0.248
H 2.90159 1.31968 -0.91335 0.231
H 0.47530 1.62683 0.00122 0.221
H -0.21551 0.57787 -1.26651 0.246
H -1.51070 0.60211 1.64538 0.208
H -2.18417 -1.51434 1.44961 0.208
H -0.58903 -1.63001 0.81012 0.225
H -1.86310 -1.53346 -0.40754 0.216
H -2.49656 1.02895 -1.28898 0.211
H -3.61556 0.68350 -0.13637 0.230
H -2.61955 2.03922 0.21486 0.205

=====

ii) 22
Properties=species:S:1:pos:R:3:nbo_charge:R:1 method="wB97M-V/def2-TZVPD" smiles="C=[P@@H](C)CC(C)C" total_charge=0 homo_lumo_gap_ha=0.31625
C 2.39560 -1.68802 -1.31918 -1.161
P 1.62115 -0.59239 -0.25309 1.317
C 2.11028 1.12350 0.10029 -1.000
C -0.15354 -0.33610 -0.67026 -0.746
C -1.15217 0.05102 0.57478 -0.196
C -2.31840 -0.92492 0.68341 -0.623
C -1.80653 1.42907 0.40906 -0.607
H 2.60298 -1.23169 -2.20045 0.202
H 3.45464 -1.92517 -0.92618 0.222
H 1.64489 -1.03504 1.01524 -0.064
H 1.52544 1.85146 0.78859 0.244
H 3.11429 1.06669 0.39843 0.233
H 2.08659 1.54596 -0.94863 0.229
H -0.28797 0.56584 -1.33086 0.238
H -0.38190 -1.32347 -1.08897 0.254
H -0.59707 -0.02716 1.53367 0.198
H -3.28012 -0.43437 0.93430 0.207
H -2.18438 -1.70351 1.42517 0.214
H -2.61662 -1.45702 -0.26717 0.212
H -2.40789 1.46845 -0.55647 0.210
H -2.33100 1.43052 1.33276 0.216
H -1.03826 2.14635 0.36557 0.200

=====

iii) 22
Properties=species:S:1:pos:R:3:nbo_charge:R:1 method="wB97M-V/def2-TZVPD" total_charge=0 homo_lumo_gap_ha="0.26894 / 0.30985"
C 3.25754 0.95100 0.61308 -0.717
C -1.84734 -0.15747 1.19333 -0.615
C -1.87175 -0.18102 -1.43154 -0.599
C 2.00877 -1.49774 0.29298 -1.009
C -1.06934 1.83588 -0.11434 -0.304
C -1.97334 0.63706 -0.11498 -0.293
P 1.98643 0.14708 -0.28987 0.662
H 3.66614 1.84034 0.36208 0.195
H 2.98582 0.67931 1.63892 0.191
H -0.74913 -0.33554 1.43450 0.196
H -2.21316 -1.08633 0.86132 0.214
H -2.34069 0.48382 2.05604 0.224
H -1.96846 0.37006 -2.30433 0.210
H -0.87256 -0.59264 -1.50352 0.199
H -2.63025 -0.90094 -1.46334 0.199
H 1.25673 -2.15074 -0.15229 0.244
H 2.96963 -1.95691 0.00309 0.236
H 2.10503 -1.87750 1.33645 0.252
H -0.45854 1.70140 0.76928 0.177
H -1.17060 2.59576 -0.82106 0.177
H -2.95615 1.12418 -0.10747 0.200
H 2.63224 -0.32647 -1.42655 -0.039

=====

Relative energy of each structure, in eV: i) 0.407; ii) 0.000; iii) 2.701.

=====

i) 19
Properties=species:S:1:pos:R:3:nbo_charge:R:1 method="wB97M-V/def2-TZVPD" total_charge=+1 homo_lumo_gap_ha="0.28845 / 0.28843"
C 2.21716 1.21742 0.54987 0.035
C 0.85222 1.02105 0.24427 -0.177
C 0.86334 -0.34780 -0.02309 0.394
C -1.03487 -1.90296 -0.35794 0.257
C -0.24943 1.96770 0.24358 -0.637
C 4.24733 -0.25129 0.08547 1.108
N 1.93637 -1.01763 0.05573 -0.299
N 2.84228 -0.02255 0.30329 -0.242
N -0.72662 -2.95080 -1.05005 -0.658
F 4.58739 -1.29665 0.81009 -0.277
F 4.91158 0.88287 0.46658 -0.293
F 4.52476 -0.57156 -1.23605 -0.301
H 2.78632 2.00303 0.96252 0.261
H -1.88896 -1.36638 -0.09087 0.216
H -0.93053 1.67080 -0.45547 0.228
H -0.69531 2.09696 1.21104 0.245
H 0.11322 2.95512 0.14475 0.250
H -1.28667 -3.53469 -1.62418 0.439
H 0.30668 -3.18248 -1.05847 0.450

=====

ii) 19
Properties=species:S:1:pos:R:3:nbo_charge:R:1 method="wB97M-V/def2-TZVPD" total_charge=+1 homo_lumo_gap_ha="0.23406 / 0.23190"
C -0.60139 1.11464 0.26261 -0.142
C 0.72532 0.85684 0.03534 0.007
C 0.77602 -0.60171 0.14074 -0.090
C 1.88858 -1.36141 -0.16431 0.230
C 1.83756 1.81924 -0.16130 -0.648
C -3.96504 0.25964 0.02732 1.325
N -0.45714 -1.08915 0.35428 -0.230
N -1.18929 -0.06717 0.41033 -0.232
N 1.88065 -2.66160 -0.04266 -0.670
F -4.15007 -0.41559 1.09713 -0.178
F -4.25686 -0.42052 -1.03708 -0.202
F -3.99000 1.53306 -0.08257 -0.184
H -1.23556 1.95756 0.13086 0.212
H 2.86724 -0.82254 -0.22877 0.233
H 1.44679 2.68888 0.54980 0.247
H 2.83541 1.32446 0.23014 0.225
H 1.84297 2.20683 -1.16349 0.244
H 2.73070 -3.16828 -0.32460 0.422
H 1.01411 -3.15320 -0.03375 0.429

=====

Relative energy of each structure, in eV: i) 0.780; ii) 0.000.

=====

i) 26
Properties=species:S:1:pos:R:3:nbo_charge:R:1 method="wB97M-V/def2-TZVPD" smiles=CCC(C)CC.O.O total_charge=0 homo_lumo_gap_ha=0.40035
C 2.52151 -0.34901 1.42481 -0.611
C 2.18321 0.52464 0.33873 -0.416
C 0.76276 1.21624 0.58572 -0.189
C 0.88301 2.33746 1.66662 -0.630
C 0.03446 1.63438 -0.72651 -0.408
C -0.57118 0.34587 -1.25546 -0.602
H 1.82395 -1.26881 1.56604 0.214
H 3.56518 -0.85274 1.36474 0.211
H 2.58048 0.34418 2.31743 0.207
H 1.93727 -0.12100 -0.53206 0.196
H 2.83012 1.33906 0.13653 0.207
H -0.00009 0.47397 0.99916 0.185
H 0.06987 3.07301 1.96952 0.222
H 1.66941 2.93987 1.28487 0.195
H 1.11969 1.91038 2.76424 0.206
H -0.69387 2.42083 -0.55560 0.207
H 0.71611 2.13256 -1.39671 0.199
H 0.23806 -0.35830 -1.38735 0.199
H -1.29750 -0.10803 -0.62919 0.200
H -1.14723 0.48191 -2.19227 0.209
O -0.75691 -5.77467 -1.15204 -0.928
H -1.72077 -5.41955 -1.22330 0.463
H -0.38626 -5.20638 -1.89044 0.465
O -5.48914 -0.38855 -1.47483 -0.958
H -6.18020 -0.37708 -0.79343 0.479
H -4.69197 -0.95023 -1.20922 0.480

=====

ii) 26
Properties=species:S:1:pos:R:3:nbo_charge:R:1 method="wB97M-V/def2-TZVPD" smiles=CCCCCC.O.O total_charge=0 homo_lumo_gap_ha=0.39524
C 1.08181 -0.08911 1.83867 -0.632
C 0.19786 0.64608 0.82919 -0.413
C 0.93737 1.18617 -0.45016 -0.397
C 1.95589 0.20823 -1.01624 -0.434
C 1.29987 -0.97473 -1.70549 -0.389
C 0.19178 -0.58903 -2.73842 -0.606
H 0.66454 0.08911 2.89184 0.215
H 1.00869 -1.08695 1.82262 0.193
H 2.12283 0.23817 1.71464 0.211
H -0.59267 -0.01098 0.37430 0.153
H -0.29347 1.54796 1.48340 0.250
H 0.08425 1.55209 -1.13657 0.200
H 1.38408 2.15691 -0.09722 0.207
H 2.64977 0.03483 -0.22854 0.211
H 2.55033 0.85599 -1.62898 0.210
H 2.06371 -1.61113 -2.35291 0.206
H 0.89048 -1.62014 -0.93227 0.192
H 0.47854 0.23171 -3.35746 0.210
H -0.74019 -0.30205 -2.24132 0.189
H 0.00441 -1.48348 -3.28963 0.212
O -2.23443 -1.36545 1.18954 -0.891
H -2.03871 -1.35954 0.23977 0.464
H -1.34964 -1.43483 1.30856 0.457
O -2.52393 1.13594 1.61912 -0.951
H -2.50129 1.43293 0.69657 0.463
H -2.30628 0.27972 1.71854 0.474

=====

Relative energy of each structure, in eV: i) 0.000; ii) 0.586.

=====

i) 42
Properties=species:S:1:pos:R:3:nbo_charge:R:1 method="wB97M-V/def2-TZVPD" smiles="CC(C)OC(=O)c1cccnc1SCc1cc(=O)n2ccccc2n1" total_charge=0 homo_lumo_gap_ha=0.29230
C 1.30456 0.21742 4.29786 -0.651
C 1.50611 0.68308 2.81630 0.089
C 2.53149 1.82670 2.61757 -0.620
O 1.95560 -0.36460 1.87621 -0.537
C 0.98571 -0.91394 1.02081 0.786
O -0.17526 -0.95423 1.27222 -0.538
C 1.41517 -1.64657 -0.18184 -0.230
C 2.71389 -1.47122 -0.72160 -0.093
C 3.23934 -2.20370 -1.84619 -0.271
C 2.49299 -3.28584 -2.20022 0.051
N 1.16593 -3.50075 -1.72677 -0.420
C 0.73408 -2.71445 -0.76475 0.083
S -0.84118 -3.27667 -0.28828 0.270
C -1.78314 -2.74141 -1.82603 -0.539
C -1.85188 -1.16909 -1.78708 0.244
C -1.53683 -0.40128 -2.95579 -0.344
C -1.57247 1.02007 -2.83265 0.576
O -1.05865 1.78044 -3.74255 -0.668
N -2.11100 1.57687 -1.72452 -0.392
C -2.17031 3.02688 -1.55972 0.028
C -2.56656 3.61677 -0.34630 -0.261
C -3.02218 2.73155 0.78467 -0.178
C -2.91439 1.35550 0.63812 -0.215
C -2.43294 0.73817 -0.62803 0.423
N -2.24963 -0.56321 -0.62902 -0.472
H 2.28818 -0.17104 4.65684 0.214
H 0.62515 -0.69065 4.45625 0.235
H 0.78934 1.01153 4.97279 0.229
H 0.57277 1.18426 2.51770 0.193
H 3.43800 1.66731 3.15472 0.209
H 2.06813 2.73108 3.03621 0.208
H 2.69479 2.14553 1.54793 0.223
H 3.40522 -0.61638 -0.44184 0.231
H 4.15501 -1.95082 -2.43100 0.235
H 2.90577 -3.88831 -2.92637 0.193
H -1.36571 -3.20395 -2.70150 0.240
H -2.77380 -3.20261 -1.89544 0.248
H -1.16214 -0.83285 -3.97130 0.255
H -1.65521 3.68498 -2.23596 0.256
H -2.77159 4.72661 -0.32621 0.237
H -3.61937 3.24188 1.56107 0.227
H -3.35300 0.79694 1.46367 0.248

=====

ii) 42
Properties=species:S:1:pos:R:3:nbo_charge:R:1 method="wB97M-V/def2-TZVPD" smiles="COc1ccc2cnnc(SCC(=O)Nc3ccccc3)c2c1OC" total_charge=0 homo_lumo_gap_ha=0.28888
C -0.00350 3.49314 4.59831 -0.256
O -0.20063 2.09077 4.69726 -0.512
C 0.43169 1.31295 3.76382 0.240
C 1.23168 0.26595 4.25471 -0.209
C 1.91025 -0.57170 3.41342 -0.178
C 1.82505 -0.38161 2.02619 -0.067
C 2.50418 -1.18445 1.07047 0.032
N 2.37575 -1.02672 -0.21055 -0.218
N 1.60117 -0.07380 -0.69708 -0.342
C 0.94084 0.74951 0.08686 0.081
S -0.02044 1.99205 -0.65946 0.344
C 0.36364 1.76995 -2.43524 -0.630
C -0.51391 0.71209 -3.09890 0.668
O -1.49052 1.01528 -3.74911 -0.612
N -0.05641 -0.53950 -2.87062 -0.650
C -0.58239 -1.76089 -3.29444 0.236
C -1.69388 -1.86681 -4.12499 -0.274
C -2.14791 -3.11715 -4.50425 -0.191
C -1.50913 -4.26498 -4.06730 -0.240
C -0.40237 -4.15952 -3.24014 -0.197
C 0.06110 -2.91732 -2.85413 -0.271
C 0.99989 0.64686 1.51339 -0.136
C 0.27549 1.47876 2.39048 0.320
O -0.53112 2.44203 1.83856 -0.532
C -1.91879 2.30270 2.10705 -0.260
H -0.67323 3.93709 5.33230 0.199
H 1.03168 3.74594 4.84936 0.180
H -0.23238 3.88196 3.60493 0.192
H 1.29576 0.15595 5.32631 0.235
H 2.52339 -1.37075 3.80048 0.223
H 3.15895 -1.98335 1.38686 0.201
H 1.42243 1.53368 -2.51841 0.251
H 0.14335 2.73966 -2.87985 0.254
H 0.75266 -0.60431 -2.24544 0.434
H -2.19154 -0.97421 -4.46537 0.253
H -3.01075 -3.19262 -5.14955 0.211
H -1.86999 -5.23696 -4.36899 0.210
H 0.10282 -5.04974 -2.89473 0.211
H 0.92505 -2.82997 -2.20988 0.217
H -2.39231 3.17950 1.67119 0.205
H -2.31165 1.40158 1.62745 0.190
H -2.12398 2.25897 3.17904 0.190

=====

Relative energy of each structure, in eV: i) 2.155; ii) 0.000.